# 1
DFT (the ωB97M-V functional and the def2-TZVPD basis) results for 11 unconnected molecules or ions with the total composition C33H56O33 at a distorted geometry.

- Kohn-Sham gap (eV) = 10.37
- structure (SMILES) = COC(=O)OC.COC(=O)OC.COC(=O)OC.COC(=O)OC.COC(=O)OC.COC(=O)OC.O=C1OCCO1.O=C1OCCO1.O=C1OCCO1.O=C1OCCO1.O=C1OCCO1
- molar mass (g mol⁻¹) = 980.778
- energy above the lowest of the compared OMol25 structures with the same formula, charge and spin (kcal per mole) = 198.66
- charge = 0
- strongest force on any atom (eV/Å) = 6.68
- E_HOMO (eV) = -10.36

Each line ends with the Löwdin charge.
CARTESIAN COORDINATES (ANGSTROEM)
C1 -2.96929 1.83238 -1.89127  -0.01
O1 -1.79408 0.97397 -1.76085  0.00
C2 -1.31643 0.61754 -0.56772  -0.55
O2 -1.47073 1.32867 0.49235  0.04
O3 -0.37245 -0.27097 -0.70046  0.02
C3 0.24310 -0.83238 0.40045  -0.07
H1 -3.73616 1.18410 -1.46731  0.10
H2 -3.31301 2.20653 -2.85562  0.09
H3 -2.99537 2.64506 -1.16534  0.08
H4 -0.60418 -1.33970 0.86181  0.11
H5 0.80219 -0.26760 1.14647  0.10
H6 1.02933 -1.54310 0.14586  0.10
C4 1.72285 7.77817 2.33991  0.00
O4 0.97376 7.09807 1.28212  0.04
C5 1.49008 7.30046 0.12298  -0.62
O5 2.52986 7.88193 -0.24773  0.09
O6 0.57156 6.81326 -0.71391  0.00
C6 0.83294 6.68164 -2.08482  -0.07
H7 1.43927 7.49015 3.35220  0.09
H8 1.59612 8.85680 2.24718  0.10
H9 2.78821 7.57610 2.22912  0.09
H10 0.08493 6.19094 -2.70754  0.09
H11 1.84565 6.41672 -2.38870  0.10
H12 0.82031 7.66493 -2.55501  0.09
C7 9.29753 -0.97850 6.38008  -0.03
O7 8.63150 0.02238 5.67675  0.03
C8 7.40680 0.25553 5.84084  -0.62
O8 6.70120 -0.35213 6.63191  0.11
O9 7.04555 1.28062 5.01739  0.00
C9 5.76880 1.85680 4.90040  -0.07
H13 10.35519 -0.75670 6.52241  0.10
H14 9.10448 -1.88826 5.81159  0.11
H15 8.81703 -1.10831 7.34980  0.10
H16 5.58520 2.66414 5.60934  0.09
H17 4.97715 1.11142 4.97655  0.10
H18 5.54529 2.41672 3.99231  0.09
C10 5.91550 -6.46552 3.71551  -0.04
O10 7.08279 -7.20625 3.27526  -0.06
C11 7.12423 -8.59894 3.51596  -0.39
O11 6.14726 -9.22996 4.04710  0.05
O12 8.36903 -9.13058 3.06402  -0.03
C12 8.55293 -10.44311 3.47216  -0.11
H19 5.61914 -6.73124 4.73023  0.09
H20 5.17643 -6.82887 3.00147  0.09
H21 5.98100 -5.38276 3.60853  0.09
H22 9.63396 -10.58163 3.48886  0.09
H23 8.06163 -11.19485 2.85441  0.10
H24 8.35874 -10.56901 4.53730  0.10
C13 6.08920 1.92865 -1.40334  -0.01
O13 7.07566 1.36881 -0.48198  -0.02
C14 7.29466 0.05206 -0.35968  -0.57
O14 6.45173 -0.85172 -0.72238  0.04
O15 8.45919 -0.14264 0.16924  0.02
C15 8.81943 -1.43531 0.72063  -0.01
H25 5.08694 1.54059 -1.22178  0.09
H26 6.37209 1.73932 -2.43883  0.09
H27 6.07214 3.00749 -1.24866  0.09
H28 8.02384 -1.84563 1.34254  0.09
H29 9.72046 -1.46181 1.33345  0.09
H30 8.82015 -2.15186 -0.10076  0.10
C16 1.85910 -3.33199 -4.72421  -0.07
O16 2.22673 -4.06637 -3.64352  0.04
C17 3.29626 -4.73537 -3.57450  -0.59
O17 4.30271 -4.59631 -4.30625  0.08
O18 3.10253 -5.65341 -2.57922  -0.01
C18 4.17472 -6.64207 -2.27492  -0.01
H31 1.58671 -3.89832 -5.61481  0.11
H32 2.66639 -2.66171 -5.01935  0.10
H33 1.13162 -2.54548 -4.52352  0.10
H34 4.06861 -6.96196 -1.23834  0.08
H35 5.20239 -6.41997 -2.56245  0.09
H36 3.89933 -7.54623 -2.81783  0.08
O19 -8.19177 -0.89748 1.29698  0.14
C19 -7.56690 -0.97178 2.34486  -0.52
O20 -6.26254 -0.71935 2.42974  0.07
C20 -5.78625 -0.72941 3.76224  -0.10
C21 -6.95028 -1.50292 4.38765  -0.17
O21 -8.05612 -1.22418 3.60714  0.06
H37 -4.81660 -1.18516 3.96267  0.14
H38 -5.80600 0.26478 4.20867  0.13
H39 -7.28292 -1.11297 5.34963  0.13
H40 -6.80391 -2.58006 4.46775  0.13
O22 -2.10328 -6.81060 4.24144  0.12
C22 -2.94964 -7.70883 4.09273  -0.50
O23 -4.28766 -7.71523 4.54757  0.04
C23 -5.00933 -8.74690 3.93487  -0.12
C24 -3.79311 -9.62161 3.41629  -0.15
O24 -2.68525 -8.83832 3.52675  0.10
H41 -5.55217 -9.38266 4.63433  0.13
H42 -5.59022 -8.62761 3.02030  0.12
H43 -3.98560 -9.93362 2.38980  0.13
H44 -3.65236 -10.51814 4.02004  0.13
O25 -6.47310 -0.35898 -6.24190  0.17
C25 -7.44305 0.32916 -6.20594  -0.58
O26 -8.37784 0.46930 -5.27050  0.09
C26 -9.31285 1.40225 -5.60796  -0.15
C27 -8.49136 2.21538 -6.52528  -0.20
O27 -7.61958 1.33758 -7.03546  0.09
H45 -10.21194 0.94185 -6.01757  0.14
H46 -9.57997 2.06452 -4.78445  0.14
H47 -7.87719 2.96385 -6.02458  0.14
H48 -9.04770 2.75465 -7.29194  0.14
O28 -6.78079 9.14317 -5.70270  0.13
C28 -6.02383 8.72445 -6.57334  -0.54
O29 -5.39360 7.56267 -6.52575  0.06
C29 -4.29137 7.53932 -7.43102  -0.08
C30 -4.85154 8.59910 -8.45463  -0.13
O30 -5.68624 9.43522 -7.70437  0.06
H49 -3.32060 7.74249 -6.97888  0.13
H50 -4.21341 6.54883 -7.87930  0.13
H51 -5.38727 8.19548 -9.31379  0.13
H52 -3.98040 9.16852 -8.77868  0.12
O31 -8.42420 5.08832 0.02056  0.14
C31 -7.32873 5.59587 0.20389  -0.52
O32 -6.87922 6.75479 -0.43061  0.06
C32 -5.56952 6.99545 -0.08514  -0.17
C33 -5.23738 6.01761 1.06594  -0.08
O33 -6.39140 5.16090 1.01100  0.07
H53 -4.76566 6.96283 -0.82057  0.13
H54 -5.59185 7.97922 0.38369  0.13
H55 -5.33872 6.51011 2.03303  0.12
H56 -4.23734 5.58424 1.08043  0.13

# 2
DFT (the ωB97M-V functional and the def2-TZVPD basis) results for 11 unconnected molecules or ions with the total composition C33H57Cl8N6O11 at a distorted geometry.

- Kohn-Sham gap (eV) = 1.40
- molar mass (g mol⁻¹) = 997.474
- charge = -3
- strongest force on any atom (eV/Å) = 2.59
- E_HOMO (eV) = 2.61

Each line ends with the Löwdin charge.
CARTESIAN COORDINATES (ANGSTROEM)
C1 -1.91296 -1.07058 1.39967  -0.06
C2 -0.44263 -0.89045 1.00092  -0.14
N1 -0.23005 0.21223 0.06130  0.00
C3 -0.76385 1.48169 0.11694  -0.01
C4 -0.32024 2.14028 -0.96750  -0.06
N2 0.47911 1.28013 -1.66210  -0.06
C5 0.48419 0.13037 -1.03981  -0.07
C6 1.19189 1.56698 -2.88158  -0.02
H1 -1.79649 -1.87837 2.12899  0.07
H2 -2.50506 -1.44376 0.56606  0.06
H3 -2.26210 -0.16682 1.89453  0.05
H4 -0.13260 -1.81851 0.51698  0.11
H5 0.19843 -0.76988 1.87210  0.11
H6 -1.56388 1.72488 0.79203  0.09
H7 -0.49069 3.11904 -1.36649  0.07
H8 1.09162 -0.70513 -1.36274  0.10
H9 1.44856 0.65383 -3.41143  0.10
H10 2.13869 2.04630 -2.61475  0.06
H11 0.56654 2.22444 -3.48571  0.07
C7 2.00946 -5.83853 0.14645  -0.05
C8 0.90170 -6.37956 0.84580  -0.42
C9 0.16809 -5.41170 1.85128  -0.41
O1 -0.92652 -5.69879 2.37304  -0.08
C10 0.77698 -4.13363 2.07284  -0.05
C11 1.99857 -3.72716 1.49796  -0.39
C12 2.67885 -4.65089 0.48409  -0.39
O2 3.83819 -4.40126 0.08345  -0.03
O3 2.44167 -2.58780 1.80217  -0.04
O4 0.50299 -7.55124 0.83883  -0.07
H12 2.43558 -6.53179 -0.57787  0.08
H13 0.30981 -3.55882 2.86811  0.08
C13 3.84846 0.20723 -0.53458  -0.97
O5 3.40670 -0.98006 -0.78411  -0.15
O6 3.55480 1.26051 -1.26137  -0.25
O7 4.72538 0.36448 0.42349  -0.24
Cl1 2.88445 -5.73816 -4.36996  0.43
C14 3.47765 -5.15762 -2.74282  -0.61
C15 3.98983 -3.73363 -2.84590  -0.62
Cl2 5.57026 -3.66294 -3.71290  0.47
H14 4.32381 -5.81954 -2.63020  0.05
H15 2.70167 -5.13929 -1.98263  0.03
H16 4.14081 -3.31016 -1.84185  0.06
H17 3.36379 -3.11919 -3.49124  0.05
Cl3 4.41133 -0.06826 -6.37749  0.49
C16 5.36159 1.10477 -5.41766  -0.65
C17 6.21067 0.44023 -4.34149  -0.63
Cl4 7.17994 -0.89368 -4.99670  0.49
H18 4.64074 1.78449 -4.96875  0.06
H19 5.98487 1.64506 -6.12444  0.05
H20 5.71108 0.15834 -3.41630  0.09
H21 6.93827 1.20165 -4.04602  0.06
Cl5 -0.19319 -2.72175 -2.49089  0.60
C18 -1.85134 -3.44153 -2.51835  -0.62
C19 -1.85047 -4.87350 -2.09879  -0.63
Cl6 -1.01607 -5.95270 -3.29030  0.49
H22 -2.18904 -3.25188 -3.52760  0.05
H23 -2.32829 -2.86194 -1.73028  0.05
H24 -2.83545 -5.31760 -1.93814  0.07
H25 -1.36450 -5.14215 -1.15748  0.07
Cl7 1.55896 8.21733 -1.86108  0.50
C20 2.50001 6.71861 -1.90342  -0.68
C21 2.48798 5.91897 -0.62299  -0.66
Cl8 0.87564 5.45308 -0.08261  0.59
H26 3.50461 6.95412 -2.24234  0.07
H27 2.02514 6.10286 -2.67083  0.06
H28 3.01353 6.50974 0.13515  0.07
H29 3.11426 5.02676 -0.67387  0.09
C22 -4.27473 -3.51332 3.39727  -0.32
O8 -3.78737 -4.57919 3.70980  0.05
N3 -5.29086 -2.85533 4.03639  -0.21
C23 -5.92356 -1.73135 3.36246  -0.08
C24 -5.93111 -3.29957 5.24317  -0.08
H30 -3.93766 -2.97883 2.49056  0.12
H31 -5.68214 -1.56705 2.31710  0.08
H32 -5.81595 -0.79050 3.91118  0.08
H33 -7.00387 -1.94966 3.36875  0.08
H34 -5.14760 -3.82564 5.79692  0.09
H35 -6.39525 -2.51862 5.83867  0.08
H36 -6.69604 -4.06420 5.03966  0.09
C25 -3.35425 3.20167 2.95778  -0.32
O9 -3.61461 2.26316 2.22490  0.01
N4 -2.87444 4.40520 2.52894  -0.18
C26 -2.77094 5.48770 3.46495  -0.08
C27 -2.68700 4.63645 1.12575  -0.06
H37 -3.50559 3.17231 4.05226  0.14
H38 -2.63654 6.40085 2.88755  0.08
H39 -1.96657 5.42488 4.20153  0.09
H40 -3.67188 5.64966 4.06840  0.08
H41 -1.84864 5.32260 0.98262  0.06
H42 -2.34913 3.73152 0.62367  0.06
H43 -3.50487 5.00310 0.49419  0.09
C28 -3.30332 4.19920 -2.96402  -0.35
O10 -2.37349 3.80889 -2.30939  0.03
N5 -3.60763 3.78732 -4.20025  -0.19
C29 -4.74213 4.40607 -4.89318  -0.06
C30 -2.86822 2.79053 -4.95293  -0.03
H44 -3.91746 5.04971 -2.63440  0.13
H45 -5.38352 4.91547 -4.17945  0.07
H46 -5.28458 3.67732 -5.48714  0.08
H47 -4.30932 5.17642 -5.54126  0.09
H48 -1.79669 2.84877 -4.76288  0.09
H49 -3.23134 1.79297 -4.70449  0.10
H50 -2.97826 3.03078 -6.00985  0.08
C31 1.72591 -0.28276 4.23095  -0.32
O11 0.58214 0.06261 4.45585  -0.02
N6 2.72672 -0.21380 5.14025  -0.20
C32 4.09811 -0.54328 4.79116  -0.04
C33 2.47952 0.30927 6.46447  -0.08
H51 2.15083 -0.68496 3.29408  0.13
H52 4.40026 -1.52401 5.14805  0.09
H53 4.72303 0.27565 5.15599  0.08
H54 4.18773 -0.48062 3.70316  0.10
H55 2.42652 -0.54578 7.14643  0.08
H56 3.24631 1.03962 6.73069  0.07
H57 1.52775 0.83063 6.54686  0.07